Entry 1:
43
Properties=species:S:1:pos:R:3:forces:R:3 method="wB97M-V/def2-TZVPD" charge=0 energy_ha=-1285.844314 homo_energy_ev=-8.77 relative_energy_kcal_mol=0.00 lumo_ev=0.6
C 3.427121 5.134003 -5.241226 0.1 0.0 0.0
H 3.462172 5.686896 -6.177804 0.1 0.0 0.1
O 2.383272 4.203761 -5.379688 -0.4 -0.3 0.1
C 2.303042 3.231184 -4.366269 0.2 -0.1 0.4
O 1.467584 2.204596 -4.778726 0.0 0.3 0.1
C 1.900606 1.525682 -5.940223 0.1 0.0 -0.1
H 1.170558 0.739159 -6.114838 0.1 0.0 -0.1
H 1.935720 2.199321 -6.798852 0.0 -0.1 0.0
H 2.893279 1.084819 -5.784805 0.0 0.0 0.0
C 1.717369 3.796039 -3.058416 0.0 0.1 -0.4
N 1.433915 2.739663 -2.123605 0.3 -0.1 -0.1
C 0.209417 2.592863 -1.557219 0.3 -0.1 0.1
O -0.652934 3.444565 -1.623644 -0.3 0.2 0.0
C 0.035937 1.328788 -0.779898 -0.1 -0.2 0.0
C 0.590780 0.130088 -1.199036 -0.1 0.1 0.2
C 0.358134 -0.995326 -0.420252 -0.4 0.1 0.7
N 0.767512 -2.294486 -0.606418 0.3 -0.3 -0.5
C 0.275125 -2.958509 0.383653 0.1 0.0 0.0
N -0.449098 -2.194756 1.267881 0.2 0.2 -0.4
C -0.410148 -0.908964 0.765528 0.2 0.2 -0.6
C -1.001690 0.282625 1.157715 -0.1 0.1 0.1
C -0.766557 1.388002 0.368754 0.0 0.0 0.0
H -1.209386 2.339449 0.619747 -0.1 0.1 0.0
H -1.636282 0.346118 2.027986 0.0 0.0 0.1
C -1.048182 -2.644360 2.445265 -0.4 -0.3 0.7
C -0.981093 -1.871720 3.601916 -0.1 -0.2 0.0
C -1.571114 -2.331895 4.763103 -0.1 -0.1 -0.1
C -2.219090 -3.561747 4.786589 0.0 0.0 -0.1
C -2.274982 -4.335049 3.640107 0.1 0.2 0.3
C -1.695011 -3.878229 2.472459 0.1 0.2 -0.1
H -1.753716 -4.473068 1.574783 0.0 0.0 -0.1
H -2.781055 -5.286247 3.675732 -0.1 -0.1 0.0
F -2.788411 -4.006396 5.916682 0.1 0.2 -0.1
F -1.501238 -1.582133 5.872145 -0.1 -0.2 -0.1
H -0.459312 -0.928506 3.614451 0.1 0.1 0.0
H 0.432107 -4.007919 0.542197 0.0 -0.2 0.1
H 1.147232 0.040711 -2.118677 0.1 0.0 -0.1
H 2.091407 1.978340 -2.072751 -0.1 0.0 0.1
H 2.421097 4.515295 -2.623973 -0.1 0.0 -0.1
H 0.771663 4.298282 -3.277880 0.2 0.0 0.0
H 3.331351 2.834891 -4.174357 -0.2 0.1 -0.1
H 3.245843 5.831943 -4.417831 0.0 0.0 0.0
H 4.387642 4.629342 -5.077956 0.0 0.0 0.0

***

Entry 2:
44
Properties=species:S:1:pos:R:3:forces:R:3 method="wB97M-V/def2-TZVPD" charge=0 energy_ha=-1683.358793 homo_energy_ev=-8.41 lumo_ev=0.4
C 3.258632 -0.319889 -5.463261 -0.6 -13.0 -3.7
H 2.571036 -1.205369 -4.989538 1.6 1.7 -0.7
H 2.755033 -0.188948 -6.315708 -1.8 0.4 -3.9
H 4.231448 -0.787725 -5.705818 -0.4 0.5 0.4
C 3.197036 0.726408 -4.753753 8.3 12.2 8.9
C 3.977717 0.510033 -3.382886 1.9 -0.5 -1.5
N 3.379714 0.404957 -2.300129 -1.2 -3.2 5.4
C 4.206568 -0.300199 -1.226204 1.7 2.8 -2.6
C 5.552418 -0.331054 -1.579152 -0.1 -0.3 2.0
S 5.654847 0.192415 -3.212087 2.1 -0.3 -1.0
H 6.505388 -0.543468 -0.808162 -2.8 0.5 -2.6
C 3.736393 -0.612188 0.138330 -2.2 7.2 1.1
N 2.218640 0.122019 0.177704 8.8 -7.9 0.4
C 1.224263 -0.489300 0.576566 -5.6 -5.7 -1.6
O 1.091029 -1.815648 0.575858 0.1 5.6 1.1
C 0.055056 0.529750 0.470152 -2.1 -2.3 1.3
N -0.025206 1.792962 0.286261 7.2 0.2 -0.6
O -1.154431 2.289832 0.400864 -4.7 -1.1 1.0
C -2.069496 1.082149 0.716963 2.2 6.7 -1.4
C -1.292091 0.100945 0.691786 0.1 -8.8 0.0
H -1.695492 -1.077533 0.688432 1.5 3.5 0.4
C -3.321884 1.649992 0.749065 -2.6 -6.5 2.3
O -4.223109 0.414448 1.036563 -0.5 3.1 -3.6
C -4.053143 -0.178179 2.126832 -2.9 -7.9 0.5
C -4.768861 -1.835681 2.166949 -0.2 10.7 -10.3
C -4.863827 -2.433015 3.247119 -6.4 -5.8 -5.6
C -4.166405 -2.013149 4.159645 10.4 1.7 16.4
C -3.310516 -0.952188 4.449353 -3.8 1.6 -8.0
C -3.362978 0.100114 3.179087 0.2 -5.1 6.3
F -2.773137 1.216591 3.313369 2.0 3.7 0.8
H -2.728008 -0.650212 5.239611 1.0 -0.1 1.9
H -4.013481 -2.835248 5.075435 -0.7 2.0 -2.0
H -5.361510 -3.328260 3.194240 -1.4 -2.2 0.7
F -5.617246 -1.875837 0.906311 2.3 -0.9 3.6
H -3.640274 2.327745 1.383443 -0.3 3.4 3.8
H -3.760872 1.882512 -0.074735 -1.8 1.6 -5.9
H 2.255745 0.995240 0.103298 0.2 9.1 -0.9
H 4.354576 0.031082 1.031366 -1.6 -2.5 -2.5
H 3.439612 -1.564802 0.260038 -0.4 -3.5 1.1
C 2.100071 1.419530 -4.264476 -8.9 -1.5 -3.6
H 1.228641 0.765700 -3.809975 1.8 0.9 -0.9
H 1.633885 1.852908 -5.218844 -0.3 -0.8 0.7
H 2.021718 2.279178 -3.760333 1.5 2.9 2.7
H 3.908601 1.670186 -5.184976 -1.5 -2.3 0.4

***

Entry 3:
57
Properties=species:S:1:pos:R:3:forces:R:3 method="wB97M-V/def2-TZVPD" charge=-2 energy_ha=-3141.384000 homo_energy_ev="-0.31 / -3.34" spin_multiplicity=2 relative_energy_kcal_mol=15.35 lumo_ev="4.7 / 4.7"
Hg 0.129059 0.104204 -0.132015 -0.3 -0.6 0.6
O 1.691487 -3.297169 0.934414 -0.1 0.0 -0.1
C 0.309560 -3.600400 0.888472 0.2 0.0 0.1
C -0.479625 -3.049903 2.072760 0.1 0.0 -0.2
N -0.891415 -1.650525 1.901710 -0.1 0.1 0.3
C -2.338767 -1.494502 1.852794 0.1 0.2 0.0
C -2.875253 -0.213476 1.177959 0.4 0.0 -0.3
O -4.086947 -0.040727 1.235973 -0.1 0.0 0.1
O -2.029694 0.538219 0.574189 -0.2 -0.5 -0.2
C -0.290020 -0.793519 2.924087 0.1 0.0 -0.2
C 1.223683 -0.610622 2.701908 -0.1 -0.2 0.0
O 1.960007 -0.554663 3.681316 0.0 0.1 0.0
O 1.601215 -0.571447 1.469725 0.3 0.1 0.3
H 1.784558 -2.326153 1.004173 0.0 0.0 0.0
H 0.241770 -4.692836 0.896742 0.0 0.0 0.0
H -0.142256 -3.230132 -0.037917 0.0 -0.1 0.0
H 0.150121 -3.147379 2.963620 0.0 0.0 0.0
H -1.361916 -3.682989 2.219833 0.0 0.0 0.1
H -2.786254 -1.521284 2.858241 -0.1 -0.1 0.0
H -2.763177 -2.321287 1.280939 0.0 -0.1 0.0
H -0.442220 -1.198868 3.931890 0.0 0.0 0.1
H -0.757028 0.192972 2.878566 0.0 0.0 0.0
C 3.855608 0.734174 -2.633734 0.1 0.0 0.0
C 3.622181 -0.100463 -3.748068 -0.1 0.0 0.1
C 2.484888 -0.853154 -3.801984 0.1 0.0 -0.1
C 1.524806 -0.799074 -2.751928 -0.2 0.0 0.1
N 1.795335 0.005839 -1.665346 0.0 -0.2 -0.4
C 2.909424 0.731071 -1.632729 0.0 0.0 0.1
C 0.278653 -1.506390 -2.803345 0.0 0.1 0.2
C -0.108001 -2.299595 -3.921113 0.1 0.0 -0.1
C -1.356599 -2.846123 -3.992352 0.0 0.0 0.1
C -2.269005 -2.634232 -2.936396 0.0 0.0 0.0
C -1.826026 -1.899294 -1.857297 0.0 0.0 0.1
N -0.608594 -1.376490 -1.753976 0.2 -0.1 -0.7
H 4.742146 1.347431 -2.555012 0.0 0.0 0.0
H 4.339065 -0.137149 -4.560272 0.0 0.0 0.0
H 2.310617 -1.494072 -4.654914 0.0 0.0 0.0
H 3.045198 1.332541 -0.740214 0.0 0.0 0.0
H 0.587560 -2.453320 -4.734552 0.0 0.0 0.0
H -1.649693 -3.426606 -4.859789 0.0 0.0 0.0
H -3.278571 -3.019522 -2.959797 0.0 0.0 0.0
H -2.491660 -1.709929 -1.021304 0.0 0.0 0.0
F 0.000075 5.200044 1.471011 0.0 -0.2 -0.1
C -0.897715 4.485250 2.156976 -0.3 0.1 0.0
F -2.014497 5.234305 2.243787 0.1 0.0 0.0
F -0.424143 4.345724 3.403549 0.1 -0.1 0.0
S -1.321698 2.812293 1.426605 0.8 1.6 0.1
O -0.000487 2.234425 1.215908 -0.5 0.1 0.3
O -2.178736 2.377124 2.489263 -0.1 -0.2 -0.6
N -2.011189 3.371138 0.085984 0.3 -0.7 0.3
S -1.442586 3.115282 -1.360694 0.3 0.0 -0.3
O -0.717043 1.890782 -1.642017 -0.5 0.6 0.3
O -2.403279 3.543523 -2.334840 -0.2 0.0 0.2
C -0.101309 4.371634 -1.619416 -0.1 0.0 -0.2
F -0.544840 5.615922 -1.396381 0.0 0.0 0.1
F 0.271651 4.307347 -2.909376 0.0 0.0 0.0
F 0.986970 4.171749 -0.881913 0.0 -0.1 0.1

***

Entry 4:
44
Properties=species:S:1:pos:R:3:forces:R:3 method="wB97M-V/def2-TZVPD" charge=+1 energy_ha=-3571.676222 homo_energy_ev="-11.62 / -11.06" relative_energy_kcal_mol=14.99 lumo_ev="-5.8 / -4.8"
Sn -0.160674 2.134544 0.342826 -0.2 -0.3 0.4
C -2.129669 -0.471766 -1.515079 -0.2 1.7 -0.5
C -2.630027 -0.142063 -0.314182 -0.3 -1.2 2.5
C -3.311952 1.118333 -0.375507 1.1 1.1 -0.8
C -3.047234 1.657610 -1.712443 -1.4 1.3 -0.1
C -2.410100 0.689366 -2.410161 0.8 -0.8 0.5
H -1.500400 -1.293131 -1.733338 0.3 -0.8 -0.3
H -2.504701 -0.784899 0.590720 -0.4 0.7 -0.8
H -3.692586 1.725157 0.448527 -0.2 -0.5 -0.2
H -3.394141 2.660595 -2.135541 0.5 -1.7 0.8
H -1.964169 0.720959 -3.370809 -0.1 0.3 -0.9
S 0.096521 5.084236 7.224188 0.1 -0.1 -0.1
C 0.005176 4.475159 5.726463 -0.2 0.6 0.1
S 1.084625 4.907390 4.436648 0.3 0.1 -0.3
C 0.363516 3.969184 3.173605 1.1 0.4 -0.1
C -0.701438 3.182005 3.546759 -1.4 -0.6 1.1
S -1.437143 1.994081 2.588739 -0.1 0.0 0.1
S -1.290757 3.478107 5.199439 -0.1 -0.9 -1.0
S 1.040772 3.984919 1.615697 0.4 0.2 0.0
C 1.821207 -3.504197 -3.824088 0.3 0.0 -1.2
C 1.653401 -2.872417 -2.485820 0.4 0.2 0.3
C 0.885639 -3.529429 -1.545103 -0.4 -0.6 0.2
C 0.685565 -3.021839 -0.274575 0.2 -0.2 0.4
C 0.058569 -3.931927 0.770146 0.3 2.3 1.8
C 1.232599 -1.747358 0.023437 -0.5 -1.1 -0.8
C 0.916547 -1.082151 1.225022 -0.2 1.0 1.4
O 0.947197 0.156181 1.298594 -0.6 -0.1 0.7
C 2.029303 -1.080474 -0.905107 1.0 0.8 -0.7
C 2.663405 0.270146 -0.658539 1.0 0.1 1.8
C 2.312194 -1.684631 -2.115352 -1.8 -1.3 0.0
H 2.082585 -2.762779 -4.604417 -0.3 -0.4 0.4
H 0.980715 -4.126791 -4.166923 -0.1 0.6 0.3
H 2.625424 -4.233096 -3.843114 0.5 0.0 0.3
H 0.482250 -4.509547 -1.827386 0.0 0.4 0.3
H 0.056531 -4.900003 0.347242 0.0 -1.2 0.2
H -0.954373 -3.666811 1.141535 0.3 0.0 -0.8
H 0.656557 -3.796994 1.734906 -0.5 -0.9 -1.3
H 0.678123 -1.641270 2.165125 0.0 0.2 -0.7
H 3.050818 0.444901 0.416999 -1.0 -0.3 -1.7
H 2.019966 1.087948 -0.962007 -0.3 0.2 0.2
H 3.540300 0.405035 -1.255019 0.6 -0.3 -0.7
H 2.868564 -1.240491 -2.882862 1.0 0.9 -0.6
I -2.701130 4.683546 0.086786 -0.1 -0.2 -0.2
I -3.007581 7.194670 0.813982 0.1 0.2 0.1